Record 1
Density functional theory data (ωB97M-V/def2-TZVPD) for a molecular structure, C12H18BeN6O4S.

Geometry as XYZ:
```
42
Properties=species:S:1:pos:R:3:forces:R:3
Be 0.2265 -0.0165 -0.0527 1.080 3.039 -0.319
S 0.9627 2.6733 -0.2681 1.058 -0.997 -0.523
O -0.2579 2.9765 -1.0190 -0.101 0.502 0.687
O 1.8778 3.7878 -0.0977 -0.486 -0.112 0.092
O 0.6860 1.9719 1.0467 -1.596 -0.905 0.602
O 1.6632 1.5117 -0.9536 -0.915 -1.612 -0.876
C 5.3593 -0.5084 0.6429 -0.145 1.094 -0.176
C 3.9239 -0.6213 0.3984 0.115 0.307 0.526
N 2.7971 -0.6903 0.2174 -0.738 -0.386 0.149
H 5.6545 -0.7886 1.6520 -0.070 -1.010 -0.283
H 5.6723 0.5387 0.6738 -0.424 0.174 -0.522
H 5.8393 -0.9587 -0.2230 0.523 -0.362 0.509
C -2.3919 -0.5734 4.1144 0.089 -1.084 -0.301
C -1.3234 -0.7429 3.1328 0.011 -0.173 0.283
N -0.4697 -0.9084 2.3899 0.363 0.060 -0.544
H -2.2891 0.3915 4.5998 -0.381 -0.038 0.061
H -2.3464 -1.4140 4.8106 0.498 0.334 0.400
H -3.3522 -0.7990 3.6499 -0.081 0.864 -0.254
C -2.2995 3.2081 1.8942 0.134 -0.642 0.231
C -2.1614 1.8639 1.3279 -0.480 0.454 -0.183
N -2.0952 0.8449 0.8055 0.227 -0.259 -0.016
H -2.5939 3.1640 2.9434 0.213 -0.182 0.062
H -3.1035 3.7441 1.3954 0.349 0.152 -0.360
H -1.3013 3.6377 1.8061 -0.199 0.405 -0.126
C -3.6298 -2.9623 0.7425 -0.514 -0.501 1.139
C -2.4237 -2.4180 0.1701 -0.012 -0.022 -0.430
N -1.4844 -1.9988 -0.3295 0.737 0.530 0.390
H -3.4167 -3.8217 1.3824 0.321 -0.197 -0.350
H -4.3718 -3.2739 0.0117 0.131 0.207 -0.175
H -4.0839 -2.2837 1.4663 -0.020 0.445 -0.427
C 3.1982 -3.0957 -2.8638 -0.692 0.316 -0.224
C 1.9855 -2.3524 -2.5204 0.186 0.341 -0.201
N 1.0518 -1.7529 -2.2352 -0.110 0.117 0.311
H 3.9499 -2.4443 -3.3055 0.045 0.169 0.358
H 2.9274 -3.7920 -3.6569 0.138 -0.421 0.333
H 3.5202 -3.5536 -1.9312 0.368 -0.316 -0.311
C -0.8432 2.2804 -3.9881 -1.029 -1.149 0.297
C -1.1393 1.2491 -2.9833 0.215 0.671 0.308
N -1.4200 0.4911 -2.1708 0.324 -0.483 0.239
H -1.6442 2.1173 -4.7140 0.317 0.232 -0.443
H 0.1326 2.0529 -4.4065 0.046 0.463 -0.069
H -0.9858 3.2657 -3.5547 0.507 -0.025 0.137
```
Forces are in eV/Å.

## Properties
Relative energy (zero: lowest compared OMol25 entry of this formula, charge and spin), kcal/mol: 41.0
Highest occupied orbital energy, eV: -7.5
Total energy, hartree: -1510.365613
Frontier orbital gap, hartree: 0.270
LUMO, Eh: -0.0042

natural (NBO) population analysis, charges in e, atoms 1 to 5:
1 Be 1.6130
2 S 2.5513
3 O -1.0618
4 O -1.0028
5 O -1.1401

Record 2
Density functional theory data (ωB97M-V/def2-TZVPD) for a molecular structure, C12H18Cl3O3P.

Geometry as XYZ:
```
37
Properties=species:S:1:pos:R:3:forces:R:3
C 2.8133 -2.8465 1.1717 0.059 -1.737 -0.194
O 3.5728 -2.2693 0.0835 -0.777 1.076 1.812
C 3.8258 -0.8381 0.3142 0.479 -0.179 -1.157
C 3.1427 -0.0522 -0.9143 0.910 0.799 -0.432
C 2.4111 1.3277 -0.5227 0.156 -0.542 -1.817
P 1.2363 1.2245 0.9774 1.772 1.304 -0.833
O 0.2132 1.3222 2.3969 -2.655 -2.374 -1.187
C -0.9217 0.4705 2.3172 -1.461 -0.294 4.135
O -1.4874 0.1825 3.4211 2.073 0.940 -4.726
C -1.5053 -0.1706 0.9690 -0.446 -1.756 -2.645
C -1.9966 0.6545 -0.2570 1.819 -5.437 1.204
C -2.4947 -0.1719 -1.5239 1.906 -2.606 2.555
C -2.4874 -1.7383 -1.5486 1.109 1.803 2.967
C -2.0127 -2.5531 -0.3054 0.228 4.272 0.212
C -1.5180 -1.7516 0.9341 -1.100 1.123 -2.710
H 1.8512 -2.2871 1.4363 1.424 -0.442 -0.276
H 2.4804 -3.8976 0.8101 0.555 1.750 0.530
H 3.4967 -3.0365 2.0797 -1.171 0.591 -1.111
H 4.9644 -0.7111 0.2401 -1.630 -0.061 0.261
H 3.5013 -0.4869 1.3529 0.264 -0.608 -1.410
H 4.0068 0.2336 -1.6348 -1.445 -0.577 1.048
H 2.4648 -0.7542 -1.5329 0.909 1.048 1.387
H 3.1730 2.1793 -0.3947 -1.061 -1.260 -0.028
H 1.7598 1.6196 -1.4385 1.096 -0.401 1.371
H 2.2663 1.8788 1.7677 -1.024 -0.479 -0.085
H 1.2293 -0.2065 1.0001 -0.185 0.678 -0.056
H 0.2979 2.0295 0.2387 0.324 -0.435 0.632
H -1.9552 1.7947 -0.1962 0.713 -2.517 0.148
H -2.8266 0.4353 -2.4266 0.825 -1.781 1.197
H -2.8224 -2.3195 -2.4792 0.525 1.227 1.547
H -1.9978 -3.7077 -0.3088 -0.033 2.248 0.016
H -1.1360 -2.3560 1.8315 -0.687 1.271 -1.410
C -4.7770 3.3595 -1.4773 0.012 0.112 -0.234
Cl -3.5749 2.0645 -1.3179 -3.538 3.304 -0.683
Cl -3.9824 4.9391 -1.5727 -0.081 -0.077 0.053
Cl -5.7995 3.0909 -2.8984 -0.005 0.033 0.110
H -5.4113 3.3483 -0.5923 0.142 -0.013 -0.190
```
Forces are in eV/Å.

## Properties
Highest occupied orbital energy, eV: -9.2
Total energy, hartree: -2415.359325
Frontier orbital gap, hartree: 0.326
LUMO, Eh: -0.0103

natural (NBO) population analysis, charges in e, atoms 1 to 5:
1 C -0.2682
2 O -0.5573
3 C -0.0868
4 C -0.4439
5 C -0.7594

Record 3
Density functional theory data (ωB97M-V/def2-TZVPD) for a molecular structure, C12H18CoN4OS.

Geometry as XYZ:
```
37
Properties=species:S:1:pos:R:3:forces:R:3
Co 0.2748 0.9316 -0.3185 -0.008 -0.177 -0.011
C -3.6730 -0.5386 0.6809 -0.004 0.003 -0.011
C -2.3525 -0.1595 0.1207 0.001 -0.017 -0.008
N -1.4376 0.5308 0.7210 0.017 0.075 -0.018
N -1.6165 1.0742 1.9758 0.003 -0.020 0.024
C -0.8948 2.1415 2.3122 0.010 0.011 -0.026
N -0.9176 2.6690 3.5078 -0.001 0.001 -0.006
S 0.1213 2.8986 1.0758 -0.030 0.029 0.067
C -1.9841 -0.5299 -1.2710 0.005 0.036 0.023
C -2.7992 -1.3023 -2.0642 -0.012 -0.019 -0.024
C -2.4219 -1.5487 -3.3899 -0.016 -0.006 0.011
C -1.2502 -1.0023 -3.8668 0.019 0.010 -0.002
C -0.4693 -0.2328 -3.0074 -0.017 -0.019 0.011
N -0.8169 -0.0046 -1.7402 0.011 0.039 0.001
H -3.8575 -0.1686 1.6856 -0.001 0.000 -0.003
H -3.7678 -1.6277 0.6946 0.011 0.000 0.009
H -4.4652 -0.1536 0.0338 0.005 -0.002 -0.003
H -2.2558 0.6374 2.6346 -0.010 -0.004 -0.012
H -1.4397 2.2655 4.2808 0.001 0.003 0.001
H -0.4373 3.5418 3.7008 -0.002 -0.001 0.003
H -3.7228 -1.7132 -1.6812 0.000 0.000 -0.007
H -3.0515 -2.1540 -4.0295 -0.001 -0.001 0.002
H -0.9277 -1.1559 -4.8876 0.002 0.001 0.001
H 0.4566 0.2099 -3.3532 0.001 0.006 -0.003
C 3.9977 -1.1087 0.0090 0.003 0.014 0.012
C 4.0458 -0.3010 1.3265 -0.001 -0.011 -0.025
C 2.8399 0.6254 1.3276 0.083 0.014 -0.017
O 1.9866 0.2115 0.1929 -0.064 0.019 0.016
C 2.7132 -0.7263 -0.7124 0.011 -0.005 0.017
H 4.0124 -2.1757 0.2134 0.001 -0.004 0.012
H 4.8571 -0.8834 -0.6166 0.000 0.013 -0.010
H 4.9613 0.2814 1.3882 0.009 0.000 0.017
H 4.0213 -0.9631 2.1877 -0.030 -0.022 -0.009
H 3.1077 1.6704 1.1678 0.002 -0.002 -0.045
H 2.2272 0.5205 2.2219 -0.005 0.017 0.006
H 2.8941 -0.1927 -1.6442 0.014 0.021 0.008
H 2.0420 -1.5671 -0.8764 -0.006 -0.001 -0.003
```
Forces are in eV/Å.

## Properties
Relative energy (zero: lowest compared OMol25 entry of this formula, charge and spin), kcal/mol: 0.0
Highest occupied orbital energy (alpha / beta), eV: -19.9 / -19.9
Total energy, hartree: -2542.196806
Frontier orbital gap (alpha / beta), hartree: 0.326 / 0.192
Charge: +3
Multiplicity: 5
LUMO (alpha / beta), Eh: -0.4058 / -0.5387

natural (NBO) population analysis, charges in e, atoms 1 to 5:
1 Co 1.5120
2 C -0.7139
3 C 0.4044
4 N -0.4265
5 N -0.3701

Record 4
Density functional theory data (ωB97M-V/def2-TZVPD) for a molecular structure, C12H18F2MnO7V.

Geometry as XYZ:
```
41
Properties=species:S:1:pos:R:3:forces:R:3
O -0.7997 -3.4654 3.4431 -2.332 2.207 0.020
V -1.8490 -2.3175 3.2989 2.308 -0.584 -1.719
Mn -2.0817 0.6205 2.1091 0.405 -0.154 -0.390
F -3.0474 -0.5553 3.5024 1.358 -0.650 -0.337
F -1.3717 -1.2761 1.6292 -0.699 -0.908 1.981
O -0.6888 1.4854 0.9420 -0.655 -0.584 0.282
C -0.0301 2.5253 0.7963 -0.105 0.708 0.091
O -0.0235 3.4066 1.7494 -0.286 0.065 0.192
C 0.6115 4.6521 1.3235 0.432 0.982 -0.395
C 0.8800 4.4718 -0.1696 0.303 -0.249 -0.162
C 0.8112 2.9519 -0.3528 -0.067 -0.087 -0.259
H 1.4970 4.8518 1.9219 0.040 -0.472 0.101
H -0.0734 5.4767 1.5003 -0.248 -0.248 0.204
H 1.8338 4.8594 -0.5184 0.076 0.086 0.309
H 0.1232 4.9777 -0.7664 -0.145 -0.167 0.034
H 1.7633 2.4306 -0.1847 0.084 0.196 -0.148
H 0.4420 2.6604 -1.3326 -0.129 -0.318 0.138
O -0.5166 -1.0022 -2.2406 0.602 0.500 0.029
C -1.5670 -1.5116 -2.4904 0.136 -0.822 0.846
O -1.9739 -1.8289 -3.7167 -0.403 0.116 -0.222
C -3.3897 -2.1791 -3.6746 0.670 -0.203 0.642
C -3.5640 -2.7908 -2.2824 -0.468 0.417 0.015
C -2.5914 -1.9541 -1.4348 -1.119 0.209 -1.191
H -3.6302 -2.8733 -4.4699 0.167 0.141 -0.223
H -3.9275 -1.2365 -3.7720 -0.255 -0.144 -0.142
H -3.2916 -3.8436 -2.2502 0.020 -0.016 -0.191
H -4.6169 -2.6869 -2.0151 0.102 -0.158 0.301
H -2.1884 -2.4809 -0.5824 0.445 0.063 0.013
H -3.1002 -1.0348 -1.1155 0.087 -0.057 0.191
O 1.6731 -2.3077 2.7876 -0.616 0.278 -0.393
C 2.3513 -1.7816 1.9339 0.421 0.175 0.436
O 3.6372 -2.0913 1.7955 0.059 0.275 0.178
C 4.3052 -1.1536 0.9019 -0.865 -1.185 -0.593
C 3.1589 -0.6406 0.0238 1.097 1.278 -0.141
C 1.9840 -0.6307 0.9791 0.037 -1.372 0.203
H 4.9826 -1.7742 0.3255 0.427 0.316 0.131
H 4.7957 -0.3815 1.4870 0.106 -0.052 0.053
H 3.0322 -1.2424 -0.8725 -0.332 -0.367 0.261
H 3.4704 0.3348 -0.3659 -0.349 0.084 0.123
H 1.0429 -0.8879 0.4985 -0.187 0.412 0.096
H 1.9273 0.2237 1.6584 -0.123 0.292 -0.365
```
Forces are in eV/Å.

## Properties
Relative energy (zero: lowest compared OMol25 entry of this formula, charge and spin), kcal/mol: 0.0
Highest occupied orbital energy (alpha / beta), eV: -14.9 / -14.9
Total energy, hartree: -3288.927694
Frontier orbital gap (alpha / beta), hartree: 0.158 / 0.176
Charge: +2
Multiplicity: 7
LUMO (alpha / beta), Eh: -0.3914 / -0.3732

natural (NBO) population analysis, charges in e, atoms 1 to 5:
1 O -0.2585
2 V 1.9086
3 Mn 1.7621
4 F -0.8114
5 F -0.7280

Record 5
Density functional theory data (ωB97M-V/def2-TZVPD) for a molecular structure, C12H18F3MnN3S4Sb.

Geometry as XYZ:
```
42
Properties=species:S:1:pos:R:3:forces:R:3
Mn -0.8084 -0.2285 0.6364 0.795 0.362 0.348
C 1.1430 2.0270 0.4712 0.021 -0.080 -0.036
C 1.1693 1.8812 1.9804 -0.006 -0.043 0.063
N 0.1330 0.9329 2.3990 0.140 -0.168 -0.159
C 0.4485 0.1740 3.5996 0.034 0.000 -0.072
C 1.6615 -0.7398 3.4300 -0.023 0.008 -0.015
S 1.7128 -1.6500 1.8616 -0.085 -0.032 -0.034
C 2.8608 -0.6584 0.8569 -0.027 -0.020 -0.008
C 2.2714 -0.0321 -0.4034 -0.140 -0.001 0.136
N 1.0250 0.7224 -0.2152 0.060 -0.203 0.013
H 0.2504 2.5923 0.2050 -0.063 0.036 -0.031
H 2.0245 2.5710 0.1202 0.044 0.041 -0.034
H 2.1435 1.5447 2.3302 0.005 -0.009 0.016
H 0.9901 2.8650 2.4188 -0.006 0.051 0.050
H -0.7258 1.4775 2.5551 -0.104 0.135 0.053
H 0.6363 0.8287 4.4560 0.022 0.070 0.087
H -0.4351 -0.4169 3.8312 -0.069 -0.072 0.019
H 2.6053 -0.2045 3.5249 0.013 0.019 0.011
H 1.6558 -1.4941 4.2145 -0.001 -0.018 0.052
H 3.3123 0.0885 1.5036 0.012 0.035 0.022
H 3.6606 -1.3291 0.5486 0.067 0.002 -0.035
H 3.0389 0.6089 -0.8447 0.111 0.063 -0.066
H 2.0636 -0.8253 -1.1218 -0.056 -0.043 -0.039
H 0.6353 0.9271 -1.1274 -0.050 0.011 -0.183
S -2.1282 3.1786 2.1405 -0.132 0.117 -0.010
Sb -3.4602 1.6932 1.0204 0.294 -0.138 0.045
S -1.9891 0.9621 -0.8589 -0.271 0.169 -0.409
S -2.5945 -0.5035 1.9011 -0.639 -0.234 0.327
F -0.5766 -6.5056 -2.7640 0.037 -0.164 -0.004
C -0.4899 -6.3965 -1.4326 -0.091 0.377 0.062
F -1.4549 -7.1445 -0.8869 -0.012 -0.194 -0.027
F 0.6905 -6.9047 -1.0498 0.053 -0.149 -0.041
C -0.6126 -4.9606 -0.9908 0.037 -0.149 -0.013
C -0.3880 -3.9327 -1.8793 0.016 0.157 -0.199
C -0.4901 -2.6347 -1.4088 -0.057 0.073 -0.220
N -0.7865 -2.3451 -0.1491 0.159 0.025 0.095
C -1.0108 -3.3456 0.7013 -0.055 -0.146 -0.005
C -0.9319 -4.6722 0.3227 -0.098 0.012 0.201
H -0.1607 -4.1265 -2.9180 0.009 0.025 0.030
H -0.3635 -1.7902 -2.0752 0.035 0.029 -0.030
H -1.2807 -3.0623 1.7093 0.008 0.009 0.058
H -1.1331 -5.4594 1.0371 0.012 0.038 -0.017
```
Forces are in eV/Å.

## Properties
Highest occupied orbital energy (alpha / beta), eV: -7.1 / -7.3
Total energy, hartree: -3916.049551
Frontier orbital gap (alpha / beta), hartree: 0.223 / 0.249
Multiplicity: 5
LUMO (alpha / beta), Eh: -0.0389 / -0.0175

natural (NBO) population analysis, charges in e, atoms 1 to 5:
1 Mn 0.8809
2 C -0.2386
3 C -0.2372
4 N -0.7452
5 C -0.2340

Record 6
Density functional theory data (ωB97M-V/def2-TZVPD) for a molecular structure, C12H18F6N6P.

Geometry as XYZ:
```
43
Properties=species:S:1:pos:R:3:forces:R:3
P -2.9686 -7.8283 -4.0146 -5.446 -1.558 0.003
F -2.4157 -6.8130 -5.1927 -4.530 -5.941 8.959
F -4.2844 -8.1165 -4.9530 1.600 1.894 -0.180
F -2.2762 -9.0360 -4.6564 2.321 -1.252 -3.154
F -3.5363 -8.9834 -3.0029 2.858 6.012 4.698
F -1.7427 -7.6353 -3.1283 1.294 -1.855 1.494
F -3.7189 -6.6960 -3.1124 0.605 0.693 -6.984
C -1.9768 -5.2522 -6.0117 0.516 7.208 -2.267
C -1.0539 -5.5718 -7.1100 0.146 1.843 2.295
N -0.2997 -5.8216 -7.9243 1.389 0.733 -0.916
H -1.6995 -5.3688 -4.9641 0.105 1.226 -2.689
H -2.9950 -5.6073 -6.1706 0.479 1.697 -0.823
H -1.9972 -4.1626 -6.0337 -0.228 0.722 -0.718
C -4.1912 -10.5679 -3.9347 -0.859 -4.217 -2.273
C -5.2365 -9.6423 -3.6141 -4.112 -0.079 0.077
N -6.1174 -8.9095 -3.3779 0.319 -5.721 -4.363
H -4.4599 -10.9693 -4.9118 -0.067 -0.636 -0.168
H -4.2185 -11.3898 -3.2192 -0.033 -0.167 0.024
H -3.1732 -10.1842 -4.0015 -1.583 -2.424 -0.486
C -0.1582 -7.8649 -5.2248 2.159 -0.302 -0.874
C 1.1380 -7.6858 -5.8812 -1.745 -0.491 1.207
N 2.1425 -7.4627 -6.3524 2.013 0.272 -0.953
H -0.0840 -7.4903 -4.2038 0.087 -0.332 -0.718
H -0.4932 -8.9019 -5.2451 0.801 0.235 0.051
H -0.8657 -7.3479 -5.8730 2.411 -0.424 1.286
C -3.6722 -7.1523 -1.1177 0.450 -0.143 2.660
C -5.0020 -7.3772 -1.6833 -1.346 -0.020 1.515
N -6.0569 -7.6507 -2.1011 0.914 4.329 4.601
H -2.9683 -7.9530 -1.3445 -0.546 -0.470 0.873
H -3.8049 -6.9836 -0.0491 0.380 -0.208 0.165
H -3.0809 -6.3624 -1.5810 -0.778 0.581 1.718
C -2.0634 -7.6380 -7.3425 -1.854 -1.681 -3.664
C -2.8901 -6.6499 -8.0697 1.271 -2.535 0.850
N -3.4855 -5.8840 -8.6459 -1.736 1.699 -1.460
H -1.1278 -7.6914 -7.8992 -0.337 -0.604 0.275
H -2.6513 -8.5415 -7.5048 0.150 -0.547 0.534
H -1.9999 -7.3665 -6.2888 -0.522 -1.735 -3.684
C -1.0560 -5.5824 -3.2052 1.786 2.049 1.930
C -0.7335 -4.3945 -2.3582 -0.438 2.247 0.208
N -0.5956 -3.4165 -1.7264 -0.121 -2.461 -1.348
H -0.5076 -6.4000 -2.7375 -0.050 0.753 0.023
H -0.7447 -5.5074 -4.2471 1.497 0.391 1.374
H -2.1255 -5.7832 -3.2681 0.781 1.217 0.899
```
Forces are in eV/Å.

## Properties
Relative energy (zero: lowest compared OMol25 entry of this formula, charge and spin), kcal/mol: 400.9
Highest occupied orbital energy, eV: -4.8
Total energy, hartree: -1736.768746
Frontier orbital gap, hartree: 0.276
Charge: -1
LUMO, Eh: 0.0990

natural (NBO) population analysis, charges in e, atoms 1 to 5:
1 P 2.6856
2 F -0.5685
3 F -0.5638
4 F -0.5838
5 F -0.5826